(1)
Below is a cluster of 2 separate species, C2H8OS in total at a distorted geometry, with properties calculated with the ωB97M-V functional and the def2-TZVPD basis.

Output
* HOMO: -8.57 eV
* relative energy (zero: lowest compared OMol25 entry of this formula, charge and spin): 161.7 kJ/mol
* net charge: 0
* SMILES string: CSC.O

XYZ file:
```
12
Properties=species:S:1:pos:R:3:lowdin_charge:R:1
C -0.710 0.458 1.526 -0.4892
S -0.872 -1.224 0.964 0.7096
C -1.256 -0.880 -0.821 -0.4233
H 0.370 0.566 1.894 0.0581
H -1.423 1.201 1.065 0.0637
H -1.083 0.572 2.522 -0.0012
H -0.389 -0.693 -1.631 0.0781
H -1.969 0.073 -0.783 0.0686
H -1.796 -1.594 -1.257 -0.0576
O 3.058 0.800 -0.933 -0.0884
H 3.813 0.470 -1.463 0.0455
H 2.257 0.250 -1.082 0.0360
```



(2)
Below is a structure of composition C2H3ClO2S at a distorted geometry, with properties calculated with the ωB97M-V functional and the def2-TZVPD basis.

Output
* HOMO (spin up / spin down): -8.72 / -8.72 eV
* relative energy (zero: lowest compared OMol25 entry of this formula, charge and spin): 248.8 kJ/mol
* net charge: 0

XYZ file:
```
9
Properties=species:S:1:pos:R:3:lowdin_charge:R:1
C 0.386 -0.838 1.774 -0.5265
C 1.005 0.975 1.849 -0.5088
O 0.850 -3.336 1.983 -0.5863
O -0.806 -1.068 1.262 0.0053
S 1.492 -2.056 2.207 0.8913
Cl 0.438 1.861 0.464 0.5696
H 2.065 0.843 1.702 0.0344
H 0.513 1.248 2.723 0.0221
H -1.195 -0.582 0.549 0.0990
```



(3)
Below is a cluster of 2 separate species, C2H5N3S2 in total at a distorted geometry, with properties calculated with the ωB97M-V functional and the def2-TZVPD basis.

Output
* HOMO: -9.34 eV
* relative energy (zero: lowest compared OMol25 entry of this formula, charge and spin): 295.8 kJ/mol
* net charge: 0
* SMILES string: c1csnn1.NS

XYZ file:
```
12
Properties=species:S:1:pos:R:3:lowdin_charge:R:1
C -2.526 -0.759 -0.337 -0.2192
C -1.200 -0.533 -0.662 -0.3847
S -0.759 1.039 -0.061 0.8932
N -2.244 1.212 0.740 -0.3408
N -3.027 0.244 0.501 -0.1104
H -3.042 -1.609 -0.793 0.1031
H -0.474 -1.108 -1.262 0.0717
N 2.567 -0.058 0.791 -0.4939
S 2.629 1.178 -0.364 0.5504
H 1.690 -0.063 1.449 0.0518
H 2.417 -0.951 0.232 0.0227
H 3.970 1.409 -0.235 -0.1439
```



(4)
Below is the ion C4H4NO with charge +1 at a distorted geometry, with properties calculated with the ωB97M-V functional and the def2-TZVPD basis.

Output
* HOMO: -15.79 eV
* relative energy (zero: lowest compared OMol25 entry of this formula, charge and spin): 471.7 kJ/mol
* net charge: +1

XYZ file:
```
10
Properties=species:S:1:pos:R:3:lowdin_charge:R:1
C 0.867 -0.211 -0.429 -0.0684
C -0.090 -1.168 0.000 -0.0432
C -2.235 1.218 -0.168 0.4160
C 0.953 0.969 0.267 0.1460
N -1.328 -0.984 0.266 0.1300
O -1.805 0.150 -0.031 -0.0059
H 1.541 -0.808 -0.958 0.1049
H 0.244 -2.185 0.006 0.1540
H 1.651 1.798 0.080 0.1068
H 0.202 1.221 0.967 0.0597
```



(5)
Below is a structure of composition C34H54F6N6O3S2Ti, with properties calculated with the ωB97M-V functional and the def2-TZVPD basis.

Output
* HOMO: -12.87 eV
* relative energy (zero: lowest compared OMol25 entry of this formula, charge and spin): 15.4 kJ/mol
* net charge: +2

XYZ file:
```
106
Properties=species:S:1:pos:R:3:lowdin_charge:R:1
Ti 0.148 0.162 1.102 1.0008
C -0.118 -3.727 3.397 0.0315
C -0.115 -2.307 2.942 -0.2183
N 0.411 -1.924 1.830 0.0157
N 0.941 -2.892 1.018 0.0413
C 1.460 -2.535 -0.167 -0.7233
N 1.939 -3.482 -0.960 0.1785
S 1.520 -0.911 -0.616 0.8900
C -0.719 -1.224 3.733 -0.2288
C -1.320 -1.401 4.965 0.0392
C -1.806 -0.286 5.639 0.0094
C -1.664 0.962 5.066 0.0156
C -1.053 1.056 3.821 -0.0475
N -0.604 -0.008 3.170 0.0253
H 0.895 -4.135 3.383 0.1103
H -0.492 -3.833 4.409 0.0869
H -0.756 -4.332 2.746 0.1076
H 0.788 -3.865 1.261 0.1565
H 1.955 -4.458 -0.707 0.1395
H 2.280 -3.229 -1.876 0.1140
H -1.409 -2.379 5.411 0.1226
H -2.279 -0.400 6.605 0.1325
H -2.014 1.856 5.560 0.1297
H -0.920 2.016 3.339 0.1088
C -1.022 2.496 -0.808 -0.0783
O -0.129 1.370 -0.591 -0.3584
H -1.648 2.272 -1.667 0.0808
H -0.421 3.385 -0.989 0.0721
H -1.644 2.631 0.074 0.0868
H -0.014 0.948 -1.502 -0.0609
C -3.702 -1.114 1.667 0.0522
C -2.791 -0.973 0.448 -0.3722
O -1.591 -0.369 0.762 -0.2187
C -3.515 -0.113 -0.609 -0.5711
F -3.677 1.121 -0.115 0.1659
F -2.812 -0.008 -1.736 0.1487
F -4.717 -0.596 -0.907 0.1961
C -2.461 -2.367 -0.128 -0.5535
F -3.511 -2.984 -0.639 0.2121
F -1.976 -3.160 0.859 0.1329
F -1.501 -2.313 -1.052 0.1602
H -3.946 -0.121 2.040 0.1078
H -3.186 -1.672 2.444 0.0862
H -4.626 -1.630 1.416 0.1140
C 2.561 -0.698 4.609 -0.0330
C 3.639 -0.289 3.610 -0.3582
C 3.765 -1.214 2.408 -0.0500
C 3.517 1.181 3.259 -0.1151
C 4.494 1.993 3.826 -0.0209
C 4.524 3.359 3.638 -0.0445
C 3.553 3.940 2.852 -0.0187
C 2.545 3.193 2.248 -0.1228
C 1.601 3.975 1.357 -0.3417
C 0.134 3.837 1.725 -0.0580
C 1.900 3.725 -0.122 -0.0412
C 2.525 1.803 2.464 -0.1547
O 1.523 1.057 1.845 -0.2263
H 2.585 -1.774 4.800 0.0858
H 1.578 -0.417 4.251 0.0467
H 2.711 -0.187 5.560 0.0965
H 4.590 -0.371 4.141 0.1287
H 2.935 -1.100 1.723 0.0048
H 3.821 -2.256 2.734 0.0861
H 4.674 -0.990 1.849 0.0972
H 5.257 1.526 4.436 0.1221
H 5.297 3.960 4.095 0.1180
H 3.568 5.009 2.687 0.1225
H 1.845 5.023 1.549 0.1339
H -0.229 2.836 1.514 0.0167
H -0.482 4.528 1.148 0.0995
H -0.018 4.054 2.784 0.0976
H 1.687 2.693 -0.415 0.0652
H 2.952 3.920 -0.325 0.0965
H 1.312 4.397 -0.751 0.0799
C 2.104 4.263 -6.539 -0.1093
C 0.701 4.755 -6.201 -0.2506
C -0.205 3.733 -5.521 -0.1881
C 0.272 3.243 -4.157 -0.2018
N 1.336 2.247 -4.250 0.0204
C 1.196 0.926 -4.084 -0.7319
S -0.215 0.217 -3.436 0.7294
N 2.245 0.184 -4.468 0.0226
C 2.356 -1.264 -4.419 -0.2393
C 2.667 -1.855 -5.789 -0.1881
C 3.959 -1.344 -6.425 -0.2615
C 5.198 -1.565 -5.568 -0.1055
H 2.609 4.957 -7.209 0.0796
H 2.079 3.291 -7.037 0.0775
H 2.741 4.188 -5.652 0.0630
H 0.210 5.083 -7.118 0.1121
H 0.772 5.645 -5.569 0.1112
H -0.354 2.862 -6.167 0.1225
H -1.191 4.181 -5.383 0.1175
H -0.547 2.770 -3.622 0.0585
H 0.639 4.077 -3.552 0.1233
H 2.176 2.557 -4.722 0.1115
H 3.001 0.662 -4.939 0.1382
H 1.401 -1.640 -4.051 0.0612
H 3.139 -1.527 -3.698 0.1025
H 1.822 -1.661 -6.454 0.1208
H 2.731 -2.941 -5.674 0.1181
H 3.862 -0.282 -6.678 0.0984
H 4.085 -1.845 -7.386 0.1139
H 5.178 -0.978 -4.647 0.0630
H 6.102 -1.285 -6.105 0.0780
H 5.297 -2.615 -5.287 0.0795
```



(6)
Below is a structure of composition C10H6HoN2O4 at a distorted geometry, with properties calculated with the ωB97M-V functional and the def2-TZVPD basis.

Output
* spin multiplicity: 5
* HOMO (spin up / spin down): -20.27 / -20.27 eV
* net charge: +3
* ⟨S²⟩: 6.004

XYZ file:
```
23
Properties=species:S:1:pos:R:3:mulliken_spin:R:1
Ho -0.068 -0.007 -1.804 4.0487
O -0.048 3.580 -2.027 0.0010
C -0.067 2.423 -2.024 -0.0090
C -0.036 -2.433 -2.032 -0.0103
O -0.042 -3.592 -2.033 0.0014
C 2.357 -0.005 -2.073 -0.0087
O 3.514 0.005 -2.086 0.0012
C -2.486 0.002 -2.067 -0.0095
O -3.649 -0.004 -2.097 0.0015
H -0.045 0.383 -4.671 -0.0007
H -0.045 -0.388 -4.672 -0.0004
N 0.086 0.009 5.737 -0.0009
C 0.075 0.003 4.564 0.0000
C 0.062 0.005 3.115 -0.0006
C -0.635 -1.005 2.449 -0.0003
C -0.644 -0.998 1.065 0.0006
N 0.031 -0.002 0.444 -0.0129
C 0.717 1.001 1.044 0.0015
C 0.742 1.014 2.428 -0.0009
H -1.158 -1.788 2.996 -0.0001
H -1.144 -1.726 0.402 -0.0008
H 1.204 1.729 0.375 -0.0009
H 1.279 1.792 2.966 0.0000
```



Which formula does entry 5 have?
C34H54F6N6O3S2Ti



Which value of net charge does entry 5 give?
+2